(1)
Entry from OMol25: a cluster of 2 separate species, C2H5NP2 in total in a non-equilibrium geometry (ωB97M-V/def2-TZVPD).

```
10
Properties=species:S:1:pos:R:3:forces:R:3
C -2.26797 -0.10961 -0.12660 -0.524 1.692 0.647
C 2.63245 0.13227 0.17528 1.107 -2.962 -1.114
N 2.16219 1.16616 0.69415 1.906 -1.019 1.838
P -3.23110 0.94237 0.75772 0.737 -1.304 -1.286
P -1.06072 -1.05494 -0.64760 0.735 -0.605 0.345
H 1.49915 1.61079 0.15289 -1.810 1.134 -1.647
H 3.43115 -0.55791 0.72953 -1.644 1.744 -0.967
H -1.61065 -1.50993 -1.85137 -0.276 0.171 -0.537
H 2.33137 -0.33490 -0.87239 0.433 1.102 1.897
H -3.88587 -0.28431 0.98837 -0.665 0.047 0.823
```
Positions in Å, forces in eV/Å.

Computed properties:
Multiplicity = 1
Orbital gap = 8.595 eV
Structure (SMILES) = P=C=P.C=N
Net charge = 0

(2)
Entry from OMol25: the ion C8H10NS with charge +1 in a non-equilibrium geometry (ωB97M-V/def2-TZVPD).

```
20
Properties=species:S:1:pos:R:3:forces:R:3
C 2.95027 -0.26579 -0.67074 -0.306 -0.451 -0.223
C 2.34994 -0.86181 0.44299 0.485 0.724 0.906
C 2.17052 0.19208 -1.68889 -3.957 -0.727 -1.918
C 0.95021 -0.81529 0.56018 2.172 -1.538 2.536
C 0.71510 0.14199 -1.56718 2.457 0.990 1.179
C 0.15270 -0.27001 -0.38075 -2.494 -0.140 -0.517
C -2.33381 -1.34870 0.09324 -1.578 0.034 -0.166
C -1.39348 -0.19920 -0.05998 1.664 0.649 0.331
N -1.65185 0.96628 0.93184 0.847 0.477 0.495
S -2.60434 -0.19883 -1.31003 0.072 -0.161 -1.436
H 3.98427 -0.17286 -0.89098 1.005 -0.382 0.625
H 2.99954 -1.22810 1.28968 -1.003 0.238 -1.114
H 2.46786 0.34179 -2.75014 0.498 0.548 1.237
H 0.55266 -1.26339 1.47857 -0.120 0.181 -0.326
H 0.12108 0.71302 -2.21292 -0.758 0.175 -1.512
H -2.11988 -2.40805 -0.03407 0.722 0.401 -0.420
H -3.33786 -1.25396 0.54385 1.138 0.112 1.015
H -2.68044 0.99095 1.06904 0.669 -0.133 0.709
H -1.46291 1.88486 0.46742 0.206 -0.900 0.225
H -1.01409 0.93118 1.81611 -1.717 -0.097 -1.628
```
Positions in Å, forces in eV/Å.

Computed properties:
Multiplicity = 1
Orbital gap = 9.389 eV
Structure (SMILES) = [NH3+][C@@]1(c2ccccc2)CS1
Net charge = +1

(3)
Entry from OMol25: a cluster of 2 separate species, C7H9NO2 in total in a non-equilibrium geometry (ωB97M-V/def2-TZVPD).

```
19
Properties=species:S:1:pos:R:3:forces:R:3
C 0.51046 -0.22118 -2.16634 0.903 1.492 3.451
C -0.24710 0.63418 -1.34298 2.909 -1.494 2.452
C 1.61714 -0.56921 -1.44658 -3.016 0.501 -1.139
C 0.36028 0.68645 -0.06764 -0.258 0.786 -0.907
C 0.76723 0.96301 2.33972 -1.851 1.969 -1.624
C -2.58013 -1.53523 -0.12937 1.428 -2.246 -3.139
C 0.14187 1.44737 1.22815 1.163 -2.288 -1.808
N 1.47265 -0.09104 -0.21537 1.525 0.141 1.070
O -3.47539 -1.24723 -0.87134 -1.097 1.187 0.958
O -0.69175 2.51122 1.11665 0.269 -0.958 3.986
H 0.30536 -0.49772 -3.09622 -0.871 -1.015 -3.761
H -1.10902 1.03439 -1.61898 -3.714 1.786 -0.910
H 2.36258 -1.15967 -1.79198 2.455 -1.604 -0.405
H 1.33680 0.07969 2.41751 0.331 -0.850 -0.510
H 0.62605 1.49019 3.22746 -0.121 0.841 1.437
H -2.30659 -1.17622 0.85325 -0.372 0.497 0.578
H -1.90227 -2.29992 -0.66469 0.097 0.609 1.594
H 2.34123 0.00675 0.26116 0.029 0.233 1.224
H -0.81209 2.90462 0.29461 0.192 0.413 -2.547
```
Positions in Å, forces in eV/Å.

Computed properties:
Multiplicity = 1
Orbital gap = 8.823 eV
Structure (SMILES) = C=C(O)c1ccc[nH]1.C=O
Net charge = 0